Entry from the OMol25 dataset: a structure of composition C41H53BrN6O3Pd (the ωB97M-V functional and the def2-TZVPD basis).

The frontier orbital gap (spin up / spin down) comes out at 4.4 / 4.4 eV. For the energy above the lowest of the compared OMol25 structures with the same formula, charge and spin, the calculation gives 0.0 kcal/mol. The multiplicity is 1. Its max |F| is 0.0113 Eh/bohr. Its lowest unoccupied orbital energy (spin up / spin down) is 4.132 / 4.132 eV. As for the total charge: -2.

Geometry as XYZ:
```
105
Properties=species:S:1:pos:R:3:lowdin_charge:R:1
Pd 0.366 -0.116 -0.945 0.53
C -4.455 -0.385 2.178 -0.09
C -4.008 0.555 1.054 -0.36
C -4.737 1.893 1.237 -0.06
C -4.238 0.004 -0.345 -0.13
C -5.326 -0.826 -0.584 -0.07
C -5.614 -1.297 -1.854 -0.12
C -4.813 -0.894 -2.909 -0.08
C -3.715 -0.058 -2.730 -0.14
C -3.003 0.410 -3.998 -0.37
C -3.296 1.888 -4.272 -0.06
C -1.506 0.109 -4.068 -0.08
C -3.384 0.378 -1.418 -0.16
N -2.188 1.046 -1.153 0.11
C -2.164 2.348 -1.022 -0.51
O -3.111 3.163 -1.161 -0.07
C -0.816 2.961 -0.648 -0.17
C -0.809 4.319 -0.340 -0.02
C 0.387 4.926 -0.011 -0.08
C 1.543 4.170 -0.014 -0.02
C 1.458 2.820 -0.333 -0.18
N 0.302 2.228 -0.635 0.12
C 2.737 2.012 -0.309 -0.53
O 3.799 2.630 -0.054 -0.05
N 2.586 0.730 -0.526 0.06
C 3.714 -0.079 -0.425 -0.20
C 4.627 -0.210 -1.485 -0.15
C 5.683 -1.107 -1.364 -0.06
C 5.850 -1.874 -0.222 -0.11
C 4.946 -1.740 0.824 -0.06
C 3.882 -0.853 0.742 -0.14
C 2.901 -0.641 1.878 -0.36
C 2.810 -1.806 2.858 -0.08
C 3.234 0.647 2.635 -0.04
C 4.460 0.608 -2.748 -0.37
C 5.561 1.663 -2.861 -0.07
C 4.396 -0.274 -3.995 -0.07
H -4.104 0.005 3.138 0.06
H -4.078 -1.403 2.063 0.06
H -5.546 -0.442 2.238 0.06
H -2.930 0.734 1.152 0.11
H -5.818 1.733 1.162 0.07
H -4.432 2.608 0.478 0.05
H -4.523 2.308 2.229 0.07
H -5.961 -1.115 0.246 0.09
H -6.458 -1.957 -2.022 0.08
H -5.045 -1.229 -3.916 0.09
H -3.479 -0.156 -4.811 0.11
H -2.910 2.532 -3.486 0.06
H -4.374 2.065 -4.322 0.08
H -2.851 2.184 -5.226 0.07
H -0.989 0.389 -3.153 0.03
H -1.051 0.665 -4.894 0.07
H -1.323 -0.952 -4.245 0.06
H -1.752 4.844 -0.379 0.10
H 0.418 5.981 0.243 0.09
H 2.519 4.568 0.223 0.10
H 6.387 -1.210 -2.185 0.10
H 6.671 -2.579 -0.149 0.08
H 5.067 -2.350 1.710 0.09
H 1.916 -0.501 1.412 0.11
H 3.747 -1.954 3.404 0.07
H 2.561 -2.740 2.355 0.07
H 2.039 -1.594 3.602 0.05
H 4.191 0.539 3.158 0.08
H 2.460 0.862 3.378 0.06
H 3.318 1.498 1.959 0.06
H 3.505 1.126 -2.663 0.13
H 6.545 1.190 -2.947 0.07
H 5.549 2.300 -1.976 0.07
H 5.409 2.287 -3.747 0.07
H 5.336 -0.812 -4.154 0.06
H 4.206 0.333 -4.884 0.07
H 3.596 -1.010 -3.908 0.08
C -1.244 -1.625 1.302 -0.04
N -0.941 -1.265 2.676 -0.11
C -0.650 -2.346 3.591 -0.08
C -0.738 0.051 2.989 -0.52
O -0.599 0.933 2.164 0.07
N -0.696 0.318 4.370 -0.15
C -0.265 1.653 4.727 -0.08
C -1.724 -0.247 5.218 -0.09
H -0.877 -2.633 1.115 0.07
H -0.785 -0.966 0.542 0.03
H -2.315 -1.614 1.105 0.07
H -0.040 -3.093 3.080 0.08
H -1.558 -2.842 3.958 0.08
H -0.090 -1.972 4.448 0.07
H 0.423 2.022 3.972 0.08
H 0.234 1.630 5.700 0.08
H -1.107 2.356 4.784 0.09
H -2.382 -0.894 4.636 0.07
H -2.338 0.553 5.646 0.08
H -1.309 -0.836 6.044 0.08
Br 2.743 -4.978 -0.300 0.66
C 1.283 -3.897 -0.880 -0.69
C -0.013 -4.409 -0.793 -0.18
C -1.026 -3.624 -1.323 -0.12
C -0.726 -2.402 -1.899 -0.18
N 0.535 -1.876 -1.926 -0.09
C 1.538 -2.662 -1.433 -0.20
H -0.198 -5.386 -0.370 0.08
H -2.056 -3.962 -1.315 0.10
H -1.499 -1.809 -2.377 0.07
H 2.546 -2.276 -1.510 0.08
```



Entry from the OMol25 dataset: a cluster of 2 separate species, C10H14F3INO4S in total (the ωB97M-V functional and the def2-TZVPD basis).

The frontier orbital gap comes out at 6.7 eV. The multiplicity is 1. Its max |F| is 0.1069 Eh/bohr. Its lowest unoccupied orbital energy is -4.877 eV. As for the total charge: +1.

Geometry as XYZ:
```
34
Properties=species:S:1:pos:R:3:lowdin_charge:R:1
F -2.724 -1.342 -3.490 0.00
C -1.808 -0.171 -3.625 0.00
F -2.157 0.915 -4.574 0.00
C -0.549 -0.019 -2.790 -0.07
F 0.733 -0.161 -3.512 -0.08
C -0.768 0.246 -1.191 -0.13
C 0.562 0.736 -0.367 -0.17
C 1.884 -0.213 -0.535 -0.25
C 1.651 -1.833 -0.771 0.15
N 2.564 -2.185 -1.773 0.06
C 3.512 -1.105 -2.325 -0.15
C 3.150 0.263 -1.456 -0.66
I 3.095 2.160 -2.545 0.86
H -1.320 -0.679 -0.682 0.14
H -1.551 1.143 -1.109 0.14
H 0.757 1.891 -0.580 0.11
H 0.266 0.696 0.789 0.09
H 2.367 -0.210 0.557 0.17
H 0.867 -2.549 -0.232 0.19
H 2.531 -3.190 -2.071 0.18
H 3.354 -0.907 -3.483 0.14
H 4.655 -1.348 -2.197 0.15
H 4.123 0.400 -0.787 0.10
C -3.328 0.286 3.252 -0.17
C -2.820 1.677 3.619 -0.17
O -1.588 1.456 4.302 -0.18
S -0.873 0.125 3.689 0.69
O 0.106 0.547 2.713 -0.27
O -0.563 -0.770 4.779 -0.21
O -2.168 -0.461 2.889 -0.20
H -3.793 -0.204 4.113 0.14
H -4.039 0.312 2.422 0.14
H -3.521 2.223 4.254 0.14
H -2.607 2.268 2.722 0.13
```



Entry from the OMol25 dataset: a cluster of 2 separate species, C4H10OS2 in total (the ωB97M-V functional and the def2-TZVPD basis).

The frontier orbital gap comes out at 8.7 eV. For the energy above the lowest of the compared OMol25 structures with the same formula, charge and spin, the calculation gives 12.8 kcal/mol. The multiplicity is 1. Its max |F| is 0.0498 Eh/bohr. Its lowest unoccupied orbital energy is 0.611 eV.

Geometry as XYZ:
```
17
Properties=species:S:1:pos:R:3:lowdin_charge:R:1
S -1.201 2.031 -1.496 0.49
S 0.620 1.799 -2.393 0.48
C -1.133 1.114 0.026 -0.58
C 0.833 0.011 -2.288 -0.57
C -0.754 -0.283 -0.309 -0.32
C 0.688 -0.535 -0.831 -0.25
H -0.350 1.648 0.599 0.08
H -2.089 1.234 0.570 0.09
H 1.850 -0.255 -2.635 0.08
H 0.108 -0.447 -2.988 0.08
H -1.499 -0.607 -1.061 0.10
H -0.896 -0.906 0.595 0.11
H 1.077 -1.572 -0.862 0.11
H 1.342 0.049 -0.156 0.11
O 0.212 -0.798 4.322 -0.09
H 0.371 -1.217 5.198 0.05
H 0.822 -1.267 3.709 0.04
```



Entry from the OMol25 dataset: a structure of composition C3H4CaLiO4 (the ωB97M-V functional and the def2-TZVPD basis).

The frontier orbital gap comes out at 9.5 eV. The multiplicity is 1. Its max |F| is 0.0438 Eh/bohr. Its lowest unoccupied orbital energy is -11.859 eV. As for the total charge: +3.

Geometry as XYZ:
```
13
Properties=species:S:1:pos:R:3:lowdin_charge:R:1
O 0.418 0.791 0.063 0.13
C 1.481 -0.088 0.029 -0.65
C -0.832 0.327 0.054 -0.34
O 2.566 0.512 -0.125 -0.21
O 1.247 -1.288 0.076 0.02
C -1.672 0.141 1.056 0.23
Ca 3.690 2.225 -0.056 1.88
H -2.742 0.030 0.888 0.13
H -1.308 0.341 2.062 0.13
Li 1.857 -2.987 0.342 0.91
O -1.242 -0.042 -1.274 0.29
H -1.438 0.707 -1.875 0.23
H -2.024 -0.668 -1.240 0.25
```



Entry from the OMol25 dataset: a structure of composition C20H19I2N6OPtS (the ωB97M-V functional and the def2-TZVPD basis).

The frontier orbital gap comes out at 5.9 eV. For the energy above the lowest of the compared OMol25 structures with the same formula, charge and spin, the calculation gives 0.0 kcal/mol. The multiplicity is 1. Its max |F| is 0.0146 Eh/bohr. Its lowest unoccupied orbital energy is -11.048 eV. As for the total charge: +3.

Geometry as XYZ:
```
50
Properties=species:S:1:pos:R:3:lowdin_charge:R:1
Pt 0.491 0.997 0.209 0.94
C -2.026 4.035 1.811 0.03
C -1.400 2.933 1.029 -0.20
N -0.459 2.169 1.474 -0.14
N 0.097 2.333 2.723 0.04
C 1.280 1.730 2.996 -0.75
N 1.838 1.971 4.168 0.17
S 2.012 0.656 1.886 0.70
C -1.790 2.632 -0.368 -0.20
C -2.858 3.231 -0.999 0.04
C -3.142 2.887 -2.320 0.02
C -2.350 1.954 -2.956 0.01
C -1.294 1.378 -2.260 -0.08
N -1.017 1.713 -1.006 -0.06
H -1.320 4.510 2.491 0.10
H -2.876 3.662 2.391 0.13
H -2.390 4.815 1.148 0.10
H -0.355 2.963 3.371 0.16
H 1.480 2.648 4.826 0.14
H 2.723 1.540 4.394 0.13
H -3.474 3.952 -0.483 0.13
H -3.974 3.349 -2.834 0.14
H -2.534 1.667 -3.982 0.13
H -0.649 0.637 -2.710 0.11
I -1.338 -3.968 -3.684 1.19
C -1.675 -3.962 -1.683 -0.61
C -2.243 -5.026 -1.056 -0.21
C -2.469 -5.027 0.342 -0.58
I -3.324 -6.694 1.103 1.32
C -2.106 -3.904 1.181 -0.19
C -2.295 -3.884 2.566 0.00
C -1.896 -2.773 3.279 0.01
C -1.322 -1.714 2.588 -0.07
N -1.137 -1.701 1.267 0.14
C -1.520 -2.770 0.587 -0.13
C -1.283 -2.731 -0.900 -0.34
O -0.809 -1.771 -1.443 0.07
H -2.531 -5.900 -1.625 0.09
H -2.743 -4.726 3.077 0.09
H -2.021 -2.728 4.351 0.13
H -0.986 -0.833 3.122 0.11
C 2.496 -0.438 -4.510 -0.06
C 3.164 -0.659 -3.147 -0.17
C 2.319 -0.209 -2.047 -0.09
N 1.655 0.153 -1.189 -0.01
H 3.161 -0.806 -5.287 0.09
H 2.315 0.620 -4.692 0.09
H 1.555 -0.981 -4.579 0.07
H 4.106 -0.111 -3.070 0.14
H 3.389 -1.713 -2.972 0.14
```



Entry from the OMol25 dataset: a structure of composition C33H43BrFIN6O2 (the ωB97M-V functional and the def2-TZVPD basis).

The frontier orbital gap comes out at 7.9 eV. The multiplicity is 1. Its max |F| is 0.0131 Eh/bohr. Its lowest unoccupied orbital energy is -0.492 eV.

Geometry as XYZ:
```
87
Properties=species:S:1:pos:R:3:lowdin_charge:R:1
C 1.048 1.402 0.247 -0.10
C 0.620 0.614 -0.993 -0.25
C 0.433 -0.881 -0.710 -0.19
C -0.923 -1.189 -0.066 -0.19
C -2.061 -1.158 -1.097 -0.20
C -3.340 -0.445 -0.673 -0.78
Br -4.381 -1.678 0.475 0.72
O -4.154 -0.229 -1.822 0.01
C -4.428 1.068 -2.067 -0.41
O -5.085 1.432 -2.977 0.19
C -3.717 1.946 -1.045 -0.28
F -2.736 2.663 -1.720 0.02
C -3.081 0.967 -0.071 -0.65
I -3.692 1.356 1.927 0.98
H 0.326 1.330 1.072 0.07
H 1.162 2.470 0.033 0.03
H 2.008 1.025 0.624 0.08
H 1.369 0.748 -1.783 0.09
H -0.314 1.040 -1.392 0.09
H 1.233 -1.227 -0.041 0.12
H 0.525 -1.468 -1.633 0.10
H -1.108 -0.484 0.757 0.10
H -0.884 -2.175 0.398 0.08
H -2.321 -2.188 -1.348 0.08
H -1.737 -0.691 -2.038 0.14
H -4.394 2.674 -0.592 0.13
H -2.009 1.178 -0.040 0.05
N 3.353 2.737 -2.371 0.02
C 2.265 3.295 -2.982 -0.15
C 2.600 3.557 -4.284 -0.10
C 3.950 3.143 -4.463 -0.11
C 4.382 2.639 -3.265 -0.14
H 3.398 2.460 -1.406 0.13
H 1.348 3.457 -2.441 0.10
H 1.953 3.996 -5.025 0.09
H 4.533 3.210 -5.366 0.09
H 5.333 2.237 -2.965 0.08
N -0.850 4.232 1.069 0.02
C 0.387 4.613 0.626 -0.17
C 1.219 4.683 1.710 -0.11
C 0.450 4.337 2.857 -0.10
C -0.822 4.070 2.429 -0.16
H -1.664 4.130 0.489 0.13
H 0.567 4.811 -0.418 0.10
H 2.260 4.958 1.688 0.09
H 0.791 4.303 3.878 0.09
H -1.712 3.801 2.971 0.07
N -5.938 -0.910 4.692 0.01
C -5.433 0.243 5.225 -0.16
C -6.011 0.433 6.451 -0.11
C -6.902 -0.654 6.667 -0.11
C -6.834 -1.464 5.564 -0.14
H -5.690 -1.285 3.794 0.13
H -4.711 0.820 4.675 0.03
H -5.818 1.256 7.119 0.09
H -7.521 -0.821 7.532 0.09
H -7.346 -2.382 5.330 0.11
N 6.464 0.836 -0.814 -0.01
C 6.351 0.759 0.548 -0.15
C 7.270 1.614 1.093 -0.11
C 7.968 2.228 0.017 -0.11
C 7.449 1.727 -1.146 -0.15
H 5.915 0.308 -1.468 0.14
H 5.633 0.104 1.012 0.10
H 7.428 1.780 2.146 0.09
H 8.759 2.955 0.091 0.09
H 7.696 1.931 -2.174 0.10
N -0.818 -5.389 1.132 0.00
C -0.251 -4.466 1.968 -0.15
C 1.011 -4.898 2.276 -0.11
C 1.213 -6.130 1.594 -0.11
C 0.066 -6.407 0.899 -0.14
H -1.746 -5.331 0.752 0.14
H -0.795 -3.588 2.272 0.10
H 1.711 -4.391 2.919 0.09
H 2.097 -6.745 1.618 0.09
H -0.195 -7.236 0.264 0.11
N 0.626 -3.790 -4.461 0.01
C -0.594 -3.324 -4.869 -0.13
C -1.467 -3.463 -3.823 -0.11
C -0.739 -4.035 -2.743 -0.13
C 0.549 -4.225 -3.168 -0.14
H 1.454 -3.810 -5.029 0.14
H -0.739 -2.936 -5.862 0.11
H -2.508 -3.183 -3.831 0.09
H -1.110 -4.273 -1.760 0.08
H 1.408 -4.627 -2.657 0.11
```